61
Properties=species:S:1:pos:R:3:forces:R:3 method="wB97M-V/def2-TZVPD" de_lowest_kcal_mol=27.1 total_charge=0 smiles="CCOC(=O)[C@H]1CCCN(C(=O)c2cn(CC)c3ccc(S(=O)(=O)N(C)C)cc3c2=O)C1"
C -2.2367 -6.0645 0.5224 0.10 0.39 0.07
C -1.3090 -4.8586 0.5105 0.21 -0.45 0.08
H -0.8738 -4.7042 -0.4790 -0.02 0.01 0.14
H -0.5152 -4.9849 1.2536 -0.06 0.04 -0.17
O -2.0183 -3.6492 0.7961 -0.08 0.11 -0.31
C -2.2475 -3.3697 2.0841 -0.26 0.34 0.05
O -1.8894 -4.0605 2.9995 0.08 -0.15 0.11
C -2.9720 -2.0466 2.2222 0.18 -0.11 0.29
C -1.9068 -0.9297 2.2712 0.09 -0.32 -0.32
N -2.5462 0.3457 2.4461 -0.05 -0.06 0.21
C -2.6061 1.3293 1.5277 0.15 0.03 -0.21
O -3.3829 2.2679 1.6121 -0.24 0.22 -0.07
C -1.6422 1.2715 0.3817 0.08 0.08 0.08
C -2.1210 1.5679 -0.8509 0.02 -0.19 0.34
N -1.3708 1.6733 -1.9721 -0.19 -0.14 0.19
C -0.0008 1.5812 -1.8791 0.60 -0.11 0.30
C 0.8368 1.7352 -2.9970 0.00 -0.01 -0.07
C 2.2031 1.6392 -2.8674 -0.13 0.04 -0.14
C 2.7733 1.4094 -1.6224 0.71 -0.07 0.10
C 1.9801 1.2595 -0.5138 -0.09 0.02 0.06
C 0.5887 1.3299 -0.6232 0.17 0.04 -0.20
C -0.2106 1.1352 0.6025 -0.17 -0.02 -0.16
O 0.3075 0.8864 1.6810 0.03 0.04 0.01
H 2.4094 1.1052 0.4641 -0.02 -0.03 0.14
S 4.5567 1.2364 -1.5015 0.07 -0.25 -0.06
O 5.0039 1.7697 -0.2531 -0.28 -0.16 0.21
O 5.1322 1.7288 -2.7182 -0.28 -0.14 -0.15
N 4.8160 -0.4145 -1.4665 0.08 1.10 -0.01
C 4.4690 -1.0977 -2.6852 -0.07 -0.07 -0.44
H 5.0048 -2.0460 -2.7336 -0.01 0.02 0.01
H 3.3904 -1.2932 -2.7607 0.01 -0.04 0.00
H 4.7841 -0.4649 -3.5109 -0.03 -0.21 -0.17
C 4.4270 -1.0717 -0.2450 -0.08 -0.04 0.43
H 4.9827 -2.0047 -0.1454 -0.01 0.02 -0.02
H 3.3517 -1.2912 -0.2142 0.00 -0.04 0.01
H 4.6882 -0.4091 0.5758 -0.04 -0.20 0.17
H 2.8566 1.7643 -3.7161 -0.01 0.04 -0.17
H 0.4258 1.9378 -3.9718 -0.06 0.03 -0.08
C -2.0374 2.0187 -3.2146 -0.14 0.40 -0.40
C -2.0030 3.5241 -3.4648 0.00 -0.24 -0.02
H -2.5188 3.7575 -4.3921 -0.04 0.07 -0.10
H -2.4964 4.0483 -2.6499 -0.04 0.07 0.06
H -0.9796 3.8837 -3.5329 0.08 0.07 -0.02
H -3.0748 1.6851 -3.1406 0.16 -0.08 0.00
H -1.5738 1.4751 -4.0403 -0.10 -0.03 0.11
H -3.1837 1.7243 -0.9765 -0.04 0.06 -0.05
C -3.3468 0.4413 3.6491 -0.45 0.26 0.11
C -4.4424 -0.6220 3.6519 0.25 -0.04 0.08
C -3.8243 -2.0070 3.4897 -0.13 0.04 -0.21
H -4.6044 -2.7686 3.4362 0.03 -0.05 0.06
H -3.1886 -2.2400 4.3458 0.00 -0.05 0.03
H -5.0023 -0.5655 4.5855 -0.06 0.02 0.01
H -5.1322 -0.4265 2.8283 -0.06 0.06 0.00
H -3.7766 1.4437 3.6793 0.11 -0.14 0.07
H -2.6874 0.3020 4.5122 0.00 0.01 0.00
H -1.3302 -0.9423 1.3478 -0.01 0.01 0.14
H -1.2266 -1.1098 3.1106 0.02 -0.02 -0.09
H -3.5932 -1.8951 1.3342 0.06 0.01 0.03
H -3.0538 -5.9193 -0.1803 -0.06 -0.03 -0.08
H -2.6471 -6.2055 1.5191 -0.02 -0.06 0.05
H -1.6805 -6.9543 0.2422 0.04 -0.13 -0.04

---

89
Properties=species:S:1:pos:R:3:forces:R:3 method="wB97M-V/def2-TZVPD" de_lowest_kcal_mol=3.8 s_squared=0.76 multiplicity=2 total_charge=-2
Cs 2.1576 0.3339 -1.6039 0.01 -0.15 0.25
N 4.8644 -3.8782 1.5560 -0.01 0.03 -0.02
C 3.8058 -3.1552 1.0196 0.09 -0.35 0.10
S 4.1349 -1.5178 0.6808 -0.25 0.14 -0.05
N 2.7378 -3.9289 0.8923 -0.12 0.44 -0.08
N 1.5851 -3.3174 0.4956 0.18 -0.27 0.03
C 0.6003 -4.1371 0.3492 -0.11 0.06 0.04
C 0.7043 -5.6041 0.6108 0.06 -0.06 -0.04
C 0.5590 -6.5288 -0.4144 0.01 -0.06 -0.08
C 0.6507 -7.8919 -0.1635 0.00 0.05 0.00
C 0.8778 -8.3489 1.1263 0.00 0.00 -0.02
C 1.0191 -7.4299 2.1588 0.00 -0.03 0.03
C 0.9389 -6.0717 1.9003 -0.02 0.06 0.04
C -0.7405 -3.6102 -0.0083 0.05 0.09 0.05
C -1.0308 -2.2417 0.0578 0.02 -0.04 -0.01
C -2.3228 -1.8154 -0.1678 -0.05 0.03 -0.04
C -3.2945 -2.7540 -0.5005 0.03 -0.01 -0.01
C -2.9101 -4.0791 -0.5775 -0.01 0.02 0.01
N -1.6762 -4.5105 -0.3266 -0.04 -0.02 -0.02
H 5.7709 -3.4880 1.3656 0.00 0.01 -0.02
H 4.7626 -4.8773 1.4598 0.01 0.00 0.00
H 0.3649 -6.1783 -1.4205 0.01 0.01 0.03
H 0.5376 -8.5942 -0.9809 0.00 -0.02 0.01
H 0.9453 -9.4120 1.3257 0.00 0.00 0.01
H 1.2016 -7.7711 3.1713 0.00 -0.02 -0.01
H 1.0740 -5.3539 2.6998 0.00 -0.01 -0.02
H -0.2442 -1.5503 0.3210 -0.01 0.03 0.03
H -2.5830 -0.7680 -0.0731 0.01 0.00 -0.02
H -4.3192 -2.4609 -0.6876 0.00 0.01 0.01
H -3.6337 -4.8458 -0.8408 0.00 -0.01 0.00
C -1.6042 0.6723 -4.7230 -0.01 0.00 -0.04
C -1.5586 0.0457 -3.4566 0.03 0.01 -0.01
C -1.1492 0.7615 -2.3691 -0.01 -0.02 0.01
C -0.7607 2.1253 -2.4648 0.14 -0.37 0.35
C -0.2969 2.8100 -1.2967 -0.33 0.45 0.17
C 0.0588 4.1253 -1.4759 0.21 -0.05 -0.06
C -0.0312 4.7747 -2.7336 0.12 0.03 0.11
C -0.4627 4.1096 -3.8400 -0.03 -0.02 -0.08
C -0.8319 2.7498 -3.7324 0.01 -0.10 -0.05
C -1.2542 1.9862 -4.8513 0.01 0.04 0.01
H -1.9040 0.1032 -5.5949 0.00 0.00 0.00
H -1.8413 -0.9950 -3.3481 0.00 0.00 -0.01
H -1.1131 0.3064 -1.3846 0.00 -0.03 -0.07
H 0.4531 4.7123 -0.6511 -0.13 -0.04 0.02
H 0.2715 5.8141 -2.8060 -0.01 0.01 -0.03
H -0.5047 4.5935 -4.8094 0.00 0.01 0.00
H -1.2718 2.4665 -5.8237 0.00 -0.01 -0.01
C 0.1300 6.5100 2.5677 0.00 -0.02 0.01
C 1.2339 5.6805 2.4099 0.01 0.03 0.00
C 1.0682 4.3815 1.9486 0.03 0.01 0.03
C -0.1914 3.8733 1.6286 -0.08 0.01 0.00
C -1.2865 4.7165 1.8109 -0.01 0.01 -0.06
C -1.1339 6.0205 2.2701 0.00 -0.01 0.01
Ge -0.3686 2.0118 0.9267 0.09 0.18 -0.60
C -2.3441 1.6905 0.9262 -0.02 -0.05 0.16
C -2.9602 1.1066 2.0401 0.06 -0.04 -0.02
C -4.3184 0.8185 2.0596 -0.04 0.00 0.00
C -5.1114 1.1115 0.9577 0.01 -0.02 0.02
C -4.5271 1.6981 -0.1561 0.01 -0.02 0.02
C -3.1663 1.9814 -0.1670 -0.06 0.09 0.05
C 0.1765 1.1078 2.6981 0.09 -0.22 0.07
C 0.0587 1.7130 3.9507 -0.10 0.05 0.09
C 0.4845 1.0751 5.1119 -0.01 0.03 -0.04
C 1.0577 -0.1878 5.0435 0.02 -0.05 -0.04
C 1.2101 -0.8005 3.8062 0.01 0.00 0.06
C 0.7739 -0.1539 2.6577 0.07 0.12 -0.04
H 0.2555 7.5276 2.9198 0.00 0.00 0.00
H 2.2267 6.0501 2.6414 0.00 0.00 0.00
H 1.9438 3.7500 1.8310 -0.01 -0.01 0.01
H -2.2812 4.3520 1.5747 0.00 0.01 0.00
H -2.0046 6.6560 2.3916 0.00 0.00 0.00
H -2.3602 0.8549 2.9075 0.00 0.01 -0.01
H -4.7576 0.3568 2.9371 0.00 0.00 0.00
H -6.1713 0.8842 0.9662 0.00 -0.01 0.00
H -5.1298 1.9335 -1.0262 0.00 0.00 -0.01
H -2.7409 2.4353 -1.0505 -0.02 0.05 0.03
H -0.3767 2.7056 4.0316 0.00 -0.02 -0.02
H 0.3755 1.5713 6.0712 0.00 0.00 0.00
H 1.4041 -0.6817 5.9446 0.00 0.00 0.00
H 1.6944 -1.7667 3.7218 -0.01 0.00 0.00
H 0.9635 -0.6333 1.7032 0.00 -0.04 0.00
F 5.5054 2.0437 -3.5264 0.00 0.00 -0.04
C 4.9827 2.0854 -4.7638 -0.02 -0.02 0.01
F 5.7851 1.3634 -5.5632 0.01 0.02 0.00
F 5.0433 3.3602 -5.1820 0.01 0.00 0.00
S 3.2538 1.4445 -4.7827 -0.10 0.07 -0.13
O 2.8607 1.5774 -6.1627 0.05 0.06 0.02
O 2.5835 2.3170 -3.8348 0.08 -0.01 -0.11
O 3.4223 0.0836 -4.3045 0.04 -0.06 -0.03

---

25
Properties=species:S:1:pos:R:3:forces:R:3 method="wB97M-V/def2-TZVPD" de_lowest_kcal_mol=59.0 total_charge=0
C 2.6613 -1.6379 -1.3219 1.91 0.36 -1.79
C 1.7588 -2.5858 -1.6190 0.29 -1.16 -0.21
C 0.7542 -0.8943 -0.7400 -0.90 0.66 2.50
C -2.6932 -0.8244 -1.0070 -1.48 -2.64 0.76
C 1.7406 2.0678 0.7455 2.44 1.89 -0.59
C -2.9601 0.4959 -0.3387 -1.52 -1.30 0.18
C 1.2537 1.6707 2.1045 0.16 -0.98 -2.25
N 1.9894 -0.5467 -0.7790 0.55 -0.11 0.03
O -1.6931 -0.7520 2.1499 0.47 -0.55 -0.08
O 0.5551 -2.1554 -1.1810 -1.17 -0.07 -0.06
O -1.9006 1.0784 0.3822 1.48 0.11 0.42
O -0.1263 1.3410 2.0796 -2.21 -1.32 -0.75
P -0.9756 0.2092 1.3268 1.21 1.45 -0.96
H 3.7434 -1.6065 -1.7042 -1.87 0.02 1.09
H 1.7847 -3.5728 -2.1067 0.05 0.80 0.44
H -3.3268 -1.6247 -0.4474 1.15 1.12 -1.21
H -2.8652 -0.9420 -2.0941 -0.29 0.63 0.61
H -1.6873 -1.1236 -0.8850 1.05 -0.36 0.20
H 1.6823 1.2979 0.0399 -0.23 -1.06 -0.90
H 1.3805 3.0112 0.2549 -0.36 -0.75 1.03
H 2.8677 2.2671 0.8050 -1.31 -0.35 0.19
H -3.8257 0.3559 0.3315 0.41 0.45 -0.16
H -3.2041 1.1470 -1.1138 -0.45 1.71 -0.86
H 1.3439 2.5481 2.6475 0.00 1.11 2.06
H 1.7422 0.7757 2.4704 0.62 0.33 0.32

---

20
Properties=species:S:1:pos:R:3:forces:R:3 method="wB97M-V/def2-TZVPD" de_lowest_kcal_mol=11.3 total_charge=0 smiles="C[Si](C)(C)O.C=C=S"
C -3.1363 0.7081 -0.8886 1.34 1.48 -1.05
C -3.8751 -0.1495 -0.2436 -0.27 -1.07 0.58
C 2.2368 -1.7696 0.0160 -0.88 0.18 1.29
C -0.0308 -0.4276 1.5879 -0.57 2.12 -2.90
C 1.1005 1.1995 -0.9454 -0.20 -0.03 1.07
O -0.6261 -1.2389 -0.9258 1.39 1.80 2.02
Si 0.7471 -0.4999 -0.1689 -1.12 -2.08 0.86
S -4.6586 -1.2929 0.5349 0.67 1.29 -0.79
H -2.7027 0.4551 -1.9370 -0.96 0.38 2.07
H -2.7955 1.7216 -0.4340 -0.84 -1.99 -0.77
H -0.7535 -1.7786 -1.6680 0.31 -0.95 -1.48
H 1.9181 -2.7905 0.3921 -0.10 1.42 0.34
H 2.5946 -2.1011 -0.9140 1.01 0.18 -1.60
H 3.0772 -1.3632 0.6589 -0.96 -0.51 -0.79
H -0.9438 0.1862 1.4719 0.03 -0.50 -0.01
H -0.2770 -1.3762 1.9185 -0.55 -1.96 0.56
H 0.4953 0.0862 2.3190 1.47 0.84 1.42
H 0.3767 1.3811 -1.7537 0.69 -0.13 -0.14
H 0.8306 1.9568 -0.1749 0.24 -0.44 -0.30
H 2.1725 1.3528 -1.1685 -0.69 -0.03 -0.38

---

20
Properties=species:S:1:pos:R:3:forces:R:3 method="wB97M-V/def2-TZVPD" de_lowest_kcal_mol=89.3 total_charge=0
C 2.1099 0.2850 0.0653 -1.06 -1.36 0.08
C 0.2074 -1.2407 1.3735 0.09 2.95 -1.53
C -0.9580 1.1252 -3.4423 3.69 1.76 1.80
C -1.7677 1.1983 1.5403 0.98 3.10 1.41
C 0.9974 0.1267 1.1177 -1.62 -2.19 -0.71
P -0.1258 1.4767 0.8079 -0.53 1.36 -2.40
S -0.7234 0.3679 -1.7151 -0.01 -0.24 0.72
H 3.0196 0.1868 0.5884 1.37 -0.10 0.17
H 2.0706 -0.3355 -0.8392 -0.24 -0.10 0.58
H 1.9518 1.2674 -0.2594 0.65 1.66 -0.87
H -0.6041 -1.3871 0.6522 0.45 -0.08 -0.17
H -0.2669 -1.0515 2.2993 -0.33 -0.58 1.28
H 0.9126 -2.0021 1.3360 0.88 -1.75 0.32
H -1.8624 0.7950 -3.8363 -1.36 -0.75 -0.69
H -0.0044 0.9123 -4.1060 -2.15 0.43 1.36
H -1.0326 2.2155 -3.1827 0.12 -0.86 -0.89
H -2.2847 0.4545 1.0443 -1.34 -1.59 -0.71
H -1.6757 1.0724 2.6514 -0.14 -0.19 -0.92
H -2.2298 2.2397 1.3800 0.26 -1.72 0.19
H 1.4532 0.3897 2.0472 0.31 0.27 0.97

---

59
Properties=species:S:1:pos:R:3:forces:R:3 method="wB97M-V/def2-TZVPD" de_lowest_kcal_mol=12.6 s_squared=0.77 multiplicity=2 total_charge=-2
Ti -0.0728 0.7818 0.9611 0.30 0.26 0.23
N 0.6547 -2.7698 -1.5263 0.00 -0.06 0.04
C -0.0525 -1.7018 -0.9860 -0.06 0.08 0.06
S -0.8978 -1.9321 0.5210 0.07 -0.04 0.01
N -0.0392 -0.5944 -1.6546 -0.02 -0.02 -0.06
N -0.7421 0.3984 -0.9581 -0.01 -0.24 0.00
C -1.9679 0.7253 -1.3590 -0.12 -0.22 0.03
C -2.4752 0.3721 -2.6975 0.06 0.14 -0.03
C -3.7367 -0.1965 -2.8788 -0.04 -0.02 0.01
C -4.1975 -0.5261 -4.1458 0.02 0.00 -0.03
C -3.4012 -0.3045 -5.2612 0.00 0.00 0.05
C -2.1345 0.2442 -5.0912 -0.02 -0.01 0.00
C -1.6768 0.5750 -3.8272 0.04 0.02 -0.02
C -2.7926 1.2485 -0.3306 0.10 -0.02 -0.06
C -4.0446 1.8662 -0.5479 -0.10 -0.05 0.07
C -4.8247 2.2112 0.5214 0.01 0.00 0.00
C -4.3535 1.9681 1.8219 -0.01 0.00 -0.02
C -3.0795 1.4608 1.9680 -0.06 0.03 0.02
N -2.2915 1.1174 0.9454 -0.07 0.21 -0.15
H 0.9897 -3.3936 -0.8085 0.01 -0.01 -0.01
H 1.3874 -2.4533 -2.1478 -0.01 0.01 0.00
H -4.3491 -0.4018 -2.0098 0.00 0.00 0.00
H -5.1782 -0.9736 -4.2609 0.00 0.00 0.01
H -3.7592 -0.5669 -6.2499 0.01 0.00 0.00
H -1.4983 0.4121 -5.9526 0.01 0.00 0.01
H -0.6866 0.9884 -3.6902 0.00 0.00 -0.01
H -4.3680 2.0591 -1.5615 0.01 -0.01 0.00
H -5.7872 2.6845 0.3622 0.00 0.00 0.01
H -4.9349 2.2276 2.6955 0.02 -0.01 0.01
H -2.6336 1.3421 2.9470 0.01 0.00 0.00
S 1.2494 5.2682 2.9813 0.13 0.03 0.08
Sb -0.4426 3.9352 2.2325 -0.10 -0.01 -0.05
S 0.2929 2.8888 0.1194 0.11 0.05 -0.10
S -0.0858 1.6616 3.1591 -0.16 -0.20 0.13
C 3.0975 -0.5006 3.8820 0.03 0.05 0.03
Si 1.8636 -1.2060 2.6449 0.01 -0.05 0.06
C 0.3344 -1.4750 3.7080 -0.05 -0.01 -0.01
C 2.3528 -2.9619 2.1450 0.04 -0.02 -0.07
N 1.7142 -0.1785 1.2314 -0.13 0.16 -0.33
C 2.8078 -0.0369 0.3762 0.03 -0.07 0.10
C 2.7072 0.6358 -0.8587 -0.04 0.01 -0.03
C 3.7821 0.7663 -1.7165 0.05 -0.01 -0.01
C 5.0296 0.2321 -1.4086 -0.05 0.00 0.02
C 5.1618 -0.4311 -0.1986 0.00 0.01 -0.01
C 4.0870 -0.5598 0.6681 -0.02 0.00 0.02
H 3.0446 -1.0725 4.8144 0.00 -0.01 -0.01
H 2.7861 0.5253 4.0993 0.02 -0.01 0.00
H 4.1358 -0.4766 3.5516 0.00 0.02 0.03
H 0.4902 -2.4282 4.2285 0.02 -0.01 -0.03
H -0.5913 -1.5565 3.1427 -0.03 0.01 0.04
H 0.2202 -0.6889 4.4527 0.00 0.01 -0.01
H 2.6320 -3.5468 3.0277 0.01 0.02 0.00
H 3.1705 -3.0073 1.4245 -0.02 -0.03 0.00
H 1.4663 -3.4207 1.6986 0.01 -0.01 0.00
H 1.7618 1.0587 -1.1571 -0.01 0.00 -0.01
H 3.6369 1.2988 -2.6503 -0.01 0.00 0.01
H 5.8678 0.3377 -2.0867 0.00 0.00 0.00
H 6.1186 -0.8549 0.0897 0.00 0.00 0.00
H 4.2527 -1.0749 1.6014 0.02 0.00 -0.02